w.
87
Properties=species:S:1:pos:R:3:lowdin_charge:R:1 method="wB97M-V/def2-TZVPD" gap_ev=6.6 charge=-1 e_lumo_ev=2.202 homo_ev=-4.42
Ca 0.0167 -1.1013 0.9034 1.3259
O 0.9314 1.0300 0.7315 -0.6245
S 1.4900 2.2009 1.4566 1.0507
C 0.4044 2.5104 2.9340 -0.2693
C -0.8496 1.6510 2.8911 -0.2165
C -1.9831 2.3198 2.1134 -0.2180
C -3.2057 1.4268 1.9682 -0.2596
S -3.0737 0.4083 0.4048 1.0382
O -1.6907 0.5833 -0.1127 -0.5697
C -3.9967 1.6749 -0.5487 -0.3426
C -3.3056 2.5209 -1.3990 -0.0727
C -3.9814 3.5151 -2.0934 -0.0774
C -5.3536 3.6519 -1.9447 -0.0970
C -6.0506 2.7834 -1.1136 -0.0902
C -5.3742 1.7923 -0.4195 -0.0943
C 0.8722 3.6044 0.4672 -0.3548
C 1.2539 4.8948 0.8077 -0.0974
C 0.8120 5.9660 0.0469 -0.0901
C 0.0013 5.7447 -1.0595 -0.0881
C -0.3549 4.4496 -1.4099 -0.0731
C 0.0890 3.3764 -0.6507 -0.0804
H 0.1891 3.5779 2.9713 0.0849
H 1.0440 2.2209 3.7624 0.0734
H -1.1825 1.4287 3.9071 0.1329
H -0.6155 0.6905 2.4212 0.0552
H -1.6273 2.5748 1.1127 0.0857
H -2.2620 3.2546 2.6084 0.1211
H -4.1279 1.9968 1.8946 0.0788
H -3.2815 0.7000 2.7760 0.0856
H -2.2361 2.3858 -1.4990 0.0704
H -3.4370 4.1823 -2.7505 0.0958
H -5.8841 4.4288 -2.4813 0.0969
H -7.1241 2.8808 -1.0101 0.0997
H -5.9189 1.1107 0.2256 0.1150
H 1.8959 5.0569 1.6678 0.1112
H 1.1025 6.9747 0.3133 0.0995
H -0.3404 6.5826 -1.6542 0.0984
H -0.9794 4.2790 -2.2784 0.0952
H -0.1641 2.3494 -0.8943 0.0848
O 2.5948 0.4111 3.2515 -0.0274
C 2.2393 -0.6114 2.6370 -0.6728
O 1.1484 -1.2164 2.7146 -0.1738
C 3.3447 -1.1284 1.7151 -0.1702
C 4.5361 -1.6613 2.2717 0.0095
C 5.5849 -1.9326 1.4495 -0.0134
C 5.4835 -1.6446 0.0674 -0.1588
C 6.5386 -1.8271 -0.8524 -0.0487
C 6.3780 -1.4926 -2.1686 -0.1006
C 5.1548 -0.9627 -2.6253 -0.0863
C 4.1114 -0.7885 -1.7594 -0.0156
C 4.2469 -1.1309 -0.3945 -0.2012
N 3.1961 -0.9099 0.4352 0.1842
H 4.5857 -1.8509 3.3354 0.1182
H 6.5065 -2.3536 1.8361 0.1112
H 7.4829 -2.2258 -0.4983 0.1063
H 7.1923 -1.6316 -2.8690 0.0943
H 5.0465 -0.6929 -3.6684 0.0977
H 3.1661 -0.3640 -2.0735 0.0988
C -0.4470 -0.2194 -2.8454 -0.1115
N -0.5882 -1.4145 -2.0398 -0.2830
C -1.8814 -2.0379 -2.2633 -0.0862
C 0.4966 -2.3542 -2.3100 -0.1961
C 0.5110 -3.5167 -1.3423 -0.2928
C 0.5711 -4.8097 -1.8536 -0.0827
C 0.6559 -5.9005 -0.9976 -0.1276
C 0.6853 -5.6721 0.3682 -0.1349
C 0.6013 -4.3694 0.8560 -0.1801
C 0.4952 -3.2348 0.0368 -0.1862
H -0.4405 -0.4438 -3.9278 0.0851
H 0.4878 0.2863 -2.5914 0.0798
H -1.2785 0.4543 -2.6370 0.0620
H -2.0132 -2.3351 -3.3199 0.0883
H -2.6743 -1.3383 -1.9941 0.0715
H -1.9821 -2.9197 -1.6339 0.0824
H 1.4377 -1.8046 -2.2002 0.0958
H 0.4383 -2.7264 -3.3512 0.1142
H 0.5546 -4.9715 -2.9293 0.0918
H 0.6941 -6.9085 -1.3960 0.0830
H 0.7554 -6.5119 1.0540 0.0860
H 0.6279 -4.2416 1.9353 0.0492
Cl -4.0021 -3.0126 3.8644 0.5607
C -2.5283 -3.3598 2.9153 -1.5027
Cl -2.6170 -5.0046 2.2977 0.6123
Cl -1.1342 -3.1777 3.9682 0.6317
C -2.5394 -2.2986 1.7288 -0.8413
O -3.1735 -2.6140 0.7365 -0.0100
O -1.9518 -1.2073 2.0014 -0.2939

***

x.
87
Properties=species:S:1:pos:R:3:lowdin_charge:R:1 method="wB97M-V/def2-TZVPD" gap_ev=6.7 charge=-1 e_lumo_ev=2.192 homo_ev=-4.48
Ca 1.0579 0.5313 0.4815 1.3269
O 0.5343 -1.9280 -0.9033 -0.5208
S -0.0892 -3.2094 -1.3660 1.0132
C 0.0219 -3.1778 -3.1915 -0.3016
C 0.1340 -1.7411 -3.7063 -0.2390
C 1.5799 -1.2870 -3.9013 -0.2346
C 1.6836 0.1841 -4.2963 -0.3081
S 1.8976 1.2852 -2.8619 1.0475
O 1.2302 0.5488 -1.7138 -0.6618
C 3.6479 0.9881 -2.6657 -0.3888
C 4.0847 0.0697 -1.7277 -0.0596
C 5.4510 -0.1313 -1.5727 -0.0524
C 6.3552 0.5875 -2.3408 -0.0894
C 5.8999 1.5251 -3.2641 -0.1017
C 4.5399 1.7378 -3.4209 -0.0971
C -1.8626 -2.9822 -1.2747 -0.3824
C -2.3826 -1.7015 -1.1881 -0.0663
C -3.7640 -1.5345 -1.2040 -0.0593
C -4.6006 -2.6416 -1.2666 -0.0797
C -4.0622 -3.9252 -1.3173 -0.0887
C -2.6863 -4.0997 -1.3223 -0.0966
H -0.8735 -3.6855 -3.5447 0.0832
H 0.8924 -3.7790 -3.4647 0.0865
H -0.3557 -1.0632 -3.0064 0.0888
H -0.3945 -1.6577 -4.6598 0.1166
H 2.0389 -1.9014 -4.6795 0.1157
H 2.1415 -1.4627 -2.9828 0.0975
H 0.7838 0.5243 -4.8190 0.0893
H 2.5442 0.3952 -4.9322 0.0845
H 3.3748 -0.4697 -1.1132 0.1113
H 5.8008 -0.8412 -0.8346 0.1124
H 7.4190 0.4362 -2.2041 0.0994
H 6.6064 2.1088 -3.8416 0.1005
H 4.1723 2.4979 -4.1048 0.1163
H -1.7184 -0.8505 -1.0849 0.0890
H -4.1763 -0.5332 -1.1454 0.1063
H -5.6758 -2.5077 -1.2562 0.1000
H -4.7153 -4.7890 -1.3433 0.0982
H -2.2556 -5.0962 -1.3583 0.1080
O 1.7264 -3.3018 1.5369 0.0057
C 1.2146 -2.2076 1.7635 -0.6635
O 1.7482 -1.0439 1.7451 -0.2134
C -0.2697 -2.2196 2.1524 -0.1822
C -0.7617 -3.3331 2.8917 0.0055
C -2.0625 -3.3458 3.2760 -0.0153
C -2.9066 -2.2579 2.9322 -0.1589
C -4.2758 -2.1905 3.3006 -0.0502
C -5.0293 -1.1029 2.9616 -0.0934
C -4.4473 -0.0325 2.2363 -0.0694
C -3.1389 -0.0827 1.8534 -0.0282
C -2.3382 -1.2038 2.1938 -0.2123
N -1.0236 -1.2038 1.7977 0.1805
H -0.0740 -4.1384 3.1155 0.1131
H -2.4694 -4.1702 3.8525 0.1093
H -4.7096 -3.0149 3.8594 0.1042
H -6.0734 -1.0549 3.2477 0.0930
H -5.0434 0.8362 1.9801 0.1016
H -2.6787 0.7236 1.2910 0.0799
C -0.5066 1.2210 3.7632 -0.0921
N 0.4838 1.8613 2.9122 -0.2852
C 1.7107 2.0783 3.6635 -0.1047
C -0.0495 3.1182 2.3704 -0.1799
C -1.1389 2.8994 1.3261 -0.2831
C -2.3274 3.6218 1.4199 -0.0780
C -3.3067 3.4950 0.4333 -0.1315
C -3.0584 2.6628 -0.6544 -0.1382
C -1.8587 1.9432 -0.7115 -0.1880
C -0.8604 1.9864 0.2812 -0.1810
H -0.6804 1.8158 4.6755 0.0875
H -0.1638 0.2259 4.0522 0.0864
H -1.4493 1.1231 3.2338 0.0601
H 1.5387 2.7186 4.5446 0.0848
H 2.4616 2.5441 3.0310 0.0357
H 2.1062 1.1174 4.0006 0.0914
H 0.7852 3.6463 1.9030 0.1066
H -0.4167 3.7635 3.1880 0.1145
H -2.4967 4.2885 2.2628 0.0942
H -4.2356 4.0503 0.5064 0.0821
H -3.7946 2.5757 -1.4494 0.0819
H -1.7060 1.3067 -1.5929 0.0678
Cl 5.5293 4.0301 -0.5596 0.5732
C 4.2873 3.7543 0.6993 -1.4619
Cl 3.4997 5.3068 1.1107 0.5675
Cl 5.1059 3.1332 2.1510 0.5716
C 3.1928 2.7646 0.0861 -0.8160
O 3.0115 1.6721 0.6981 -0.1833
O 2.6703 3.1960 -0.9327 -0.0516

***

Short version: x is the most stable of them.

***

w.
15
Properties=species:S:1:pos:R:3:lowdin_charge:R:1 method="wB97M-V/def2-TZVPD" gap_ev=9.5 charge=0 e_lumo_ev=0.905 homo_ev=-8.60 smiles="C/N=C/N(C)N"
C 0.2427 -1.3281 -2.3761 -0.1423
N 0.4489 -1.1742 -0.9085 -0.0019
C -0.1254 -0.1509 -0.3936 -0.2553
N -0.2608 0.1934 0.9428 -0.2449
C -0.3988 1.6052 1.1935 -0.0981
N 0.4365 -0.5958 1.9522 0.0640
H -0.2473 -2.2901 -2.5403 0.0676
H -0.4469 -0.6246 -2.8324 0.0589
H 1.1356 -1.3664 -2.9174 0.0413
H -0.7573 0.5665 -0.9728 0.1245
H 0.5550 2.0940 1.2479 0.0698
H -0.8805 1.7637 2.2078 0.1001
H -1.0094 2.0696 0.4303 0.0724
H -0.0810 -0.5152 2.8009 0.0565
H 1.3885 -0.2472 2.1658 0.0873

***

x.
15
Properties=species:S:1:pos:R:3:lowdin_charge:R:1 method="wB97M-V/def2-TZVPD" gap_ev=10.1 charge=0 e_lumo_ev=0.768 homo_ev=-9.29 smiles="[H]/N=C/C.[H]/N=C/N"
H -2.4031 -0.9020 -1.0938 0.0343
N -1.8375 -1.4868 -0.4713 0.0592
C -0.5877 -1.1841 -0.5439 -0.3143
C 0.4492 -1.8316 0.4162 -0.0816
H -0.1632 -0.7418 -1.4581 0.0913
H -0.0489 -2.5910 1.0227 0.0675
H 1.2733 -2.2836 -0.1409 0.0644
H 0.8448 -1.0739 1.0957 0.0457
H 1.9730 1.6575 1.5332 0.0351
N 0.9585 1.6793 1.3889 0.0445
C 0.6921 1.8103 0.1439 -0.4166
N -0.5866 1.7653 -0.3218 0.0582
H 1.4566 1.9446 -0.6377 0.1185
H -0.7522 1.7315 -1.3200 0.0910
H -1.2683 1.5063 0.3869 0.1029

***

Short version: x is the most stable of them.

***

w.
15
Properties=species:S:1:pos:R:3:lowdin_charge:R:1 method="wB97M-V/def2-TZVPD" gap_ev=9.1 charge=0 e_lumo_ev=0.970 homo_ev=-8.13 smiles=N[C@H]1[C@H](N)[C@H]1N
N -1.5712 0.1728 -1.1554 -0.0283
C -0.8751 0.2346 0.1054 -0.3649
C 0.1423 -0.8237 0.3878 -0.3180
N 0.2527 -1.2635 1.7448 0.0134
C 0.6266 0.6252 0.0827 -0.3002
N 1.3486 0.8071 -1.1210 0.0239
H -0.7399 0.4488 -1.9499 0.1370
H -2.2053 1.0975 -1.1396 0.1079
H -1.4513 0.6548 0.9324 0.1331
H 0.2490 -1.6037 -0.4245 0.1584
H 0.5405 -0.4467 2.3087 0.0732
H -0.6214 -1.6711 2.1072 0.0815
H 0.9119 1.2035 0.9647 0.1224
H 1.4829 1.7595 -1.3627 0.0621
H 2.2599 0.3256 -1.1708 0.0986

***

x.
15
Properties=species:S:1:pos:R:3:lowdin_charge:R:1 method="wB97M-V/def2-TZVPD" gap_ev=10.1 charge=0 e_lumo_ev=0.913 homo_ev=-9.18 smiles="[H]/N=C(/N)CNC"
H 1.3446 1.7696 -1.9665 0.0323
N 1.7398 0.8341 -1.9079 0.0953
C 1.1228 0.1353 -1.0326 -0.5170
N 1.4324 -1.2073 -0.9199 0.0827
C 0.0062 0.6201 -0.1307 -0.2030
N -0.6014 -0.4977 0.5577 -0.1459
C -1.6975 -0.1337 1.5107 -0.1089
H 1.3180 -1.4914 0.0776 0.0962
H 2.3890 -1.4236 -1.2089 0.0975
H -0.6603 1.2612 -0.7249 0.1195
H 0.4724 1.2980 0.6026 0.1289
H -1.0215 -1.1164 -0.1177 0.0993
H -1.2488 0.4975 2.3135 0.0844
H -2.4562 0.5125 1.0703 0.0651
H -2.1396 -1.0582 1.8768 0.0736

***

Short version: x is the most stable of them.

***

w.
15
Properties=species:S:1:pos:R:3:lowdin_charge:R:1 method="wB97M-V/def2-TZVPD" gap_ev=8.8 charge=0 e_lumo_ev=0.938 homo_ev=-7.88 smiles="[H]/N=C/N.C=CN"
H -0.8552 2.4683 -0.9809 0.0283
N -0.6986 1.5692 -1.4328 0.0477
C 0.3367 1.7457 -2.1659 -0.3906
N 1.0623 0.6905 -2.6791 0.0524
H 0.5370 2.7899 -2.4126 0.1073
H 1.9784 0.9294 -3.0320 0.0775
H 0.5628 0.0098 -3.2346 0.0881
C 0.4507 -0.7175 2.6925 -0.0373
C -0.1338 -1.2821 1.6352 -0.3157
N -1.3299 -1.9792 1.5809 0.0305
H 1.5344 -0.6197 2.5952 0.0334
H 0.1188 -0.2776 3.6200 0.0362
H 0.2303 -1.2459 0.6073 0.0986
H -1.8245 -2.3282 2.3680 0.0682
H -1.9693 -1.7525 0.8388 0.0754

***

x.
15
Properties=species:S:1:pos:R:3:lowdin_charge:R:1 method="wB97M-V/def2-TZVPD" gap_ev="8.3 / 8.3" charge=0 e_lumo_ev="0.506 / 0.507" homo_ev="-7.83 / -7.83"
C 1.1036 -1.1634 0.3602 -0.0208
N 0.6855 0.6798 -0.3377 -0.1349
N 1.1641 0.9620 -1.4571 0.0495
H 2.1746 0.7702 -1.4390 0.0525
H 2.1343 -0.8138 0.3952 0.0254
H 1.0469 -2.0270 -0.2945 0.0247
H 0.8209 -1.3799 1.3855 0.0282
N -1.3607 1.3520 0.8840 0.0540
C -0.8749 0.6456 -0.2629 -0.4952
C -1.0272 -0.7931 -0.2059 -0.0053
H -1.0537 0.9118 1.7440 0.0727
H -1.0376 2.3126 0.8881 0.0739
H -1.2061 1.1231 -1.1850 0.1268
H -1.0993 -1.3273 -1.1434 0.0744
H -1.4703 -1.2525 0.6684 0.0742

***

Short version: w is the most stable of them.